This record from the Open Molecules 2025 dataset describes a cluster of 2 separate species, C5H10O2 in total. The level of theory is the ωB97M-V functional and the def2-TZVPD basis.

Output
**Molecular weight**: 102.13 g/mol
**LUMO level**: 0.9440 eV
**Energy relative to the best compared isomer or geometry (same formula, charge and spin)**: 167.4 kJ/mol
**HOMO energy**: -8.66 eV
**Multiplicity**: 1
**Orbital gap**: 0.353 hartree

Geometry as XYZ:
```
17
Properties=species:S:1:pos:R:3:mulliken_charge:R:1
C 0.51 -0.66 -1.40 -1.0625
C 1.28 -0.33 -0.35 0.7897
C 2.06 -1.31 0.47 -1.0791
O 1.47 0.93 0.11 -0.5292
H 0.01 0.09 -2.00 0.3549
H 0.42 -1.70 -1.69 0.2395
H 1.80 -1.19 1.53 0.2721
H 3.13 -1.10 0.38 0.2748
H 1.87 -2.33 0.16 0.3313
H 0.80 1.53 -0.27 0.4228
C -1.92 0.47 0.95 -0.8520
C -1.87 1.38 -0.24 0.1494
O -0.96 2.15 -0.49 -0.5378
H -2.23 -0.54 0.64 0.3025
H -2.69 0.84 1.64 0.3589
H -0.95 0.43 1.46 0.2098
H -2.74 1.33 -0.92 0.3548
```



This record from the Open Molecules 2025 dataset describes a cluster of 2 separate species, C5H10O2 in total at a distorted geometry. The level of theory is the ωB97M-V functional and the def2-TZVPD basis.

Output
**Molecular weight**: 102.13 g/mol
**LUMO level (spin up / spin down)**: -0.5967 / 0.0444 eV
**Energy relative to the best compared isomer or geometry (same formula, charge and spin)**: 424.8 kJ/mol
**HOMO energy (spin up / spin down)**: -8.01 / -8.18 eV
**Multiplicity**: 1
**Orbital gap (spin up / spin down)**: 0.272 / 0.302 hartree

Geometry as XYZ:
```
17
Properties=species:S:1:pos:R:3:mulliken_charge:R:1
C 1.84 -0.72 1.25 -0.9195
C 0.71 -0.69 -1.65 -0.4900
O 0.10 0.37 -1.26 -0.2862
C -0.89 0.48 -0.36 0.4973
C -1.17 1.85 0.14 -1.1576
C -1.74 -0.64 -0.11 -0.0057
O -2.63 -0.67 0.73 -0.5428
H 2.16 -0.24 2.17 0.3241
H 1.78 -1.80 1.40 0.2833
H 2.57 -0.51 0.46 0.2628
H 1.45 -0.53 -2.41 0.2880
H 0.52 -1.65 -1.18 0.3381
H 0.85 -0.34 0.98 0.1150
H -1.83 1.75 1.01 0.3546
H -0.26 2.37 0.46 0.3090
H -1.69 2.48 -0.60 0.3253
H -1.59 -1.50 -0.81 0.3042
```



This record from the Open Molecules 2025 dataset describes the molecule C5H10O2. The level of theory is the ωB97M-V functional and the def2-TZVPD basis.

Output
**Molecular weight**: 102.13 g/mol
**LUMO level**: 0.8760 eV
**Energy relative to the best compared isomer or geometry (same formula, charge and spin)**: 147.1 kJ/mol
**HOMO energy**: -9.63 eV
**Multiplicity**: 1
**Orbital gap**: 0.386 hartree

Geometry as XYZ:
```
17
Properties=species:S:1:pos:R:3:mulliken_charge:R:1
O 2.38 0.14 0.89 -0.5075
C 1.61 -0.56 -0.05 -0.7618
C 0.15 -0.40 0.33 0.3975
C -0.34 1.06 0.30 -0.7241
C -1.82 0.94 -0.09 -0.3544
O -2.07 -0.43 -0.40 -0.3974
C -0.83 -1.06 -0.64 -0.6551
H 3.31 0.05 0.65 0.3072
H 1.76 -0.16 -1.07 0.3528
H 1.87 -1.63 -0.07 0.3477
H 0.00 -0.82 1.33 0.2532
H -0.19 1.56 1.26 0.3022
H 0.22 1.63 -0.45 0.2841
H -2.06 1.57 -0.96 0.2436
H -2.50 1.21 0.72 0.2745
H -0.50 -0.90 -1.69 0.3080
H -0.96 -2.13 -0.48 0.3296
```



This record from the Open Molecules 2025 dataset describes the molecule C5H10O2 at a distorted geometry. The level of theory is the ωB97M-V functional and the def2-TZVPD basis.

Output
**Molecular weight**: 102.13 g/mol
**LUMO level**: 1.0254 eV
**Energy relative to the best compared isomer or geometry (same formula, charge and spin)**: 221.7 kJ/mol
**HOMO energy**: -9.90 eV
**Multiplicity**: 1
**Orbital gap**: 0.401 hartree

Geometry as XYZ:
```
17
Properties=species:S:1:pos:R:3:mulliken_charge:R:1
C 0.77 -0.99 -1.85 -1.4504
C 0.35 -0.65 -0.44 0.2970
O -1.03 -0.91 -0.26 -0.4205
C -1.36 -0.38 1.01 -0.3865
C -0.68 0.98 1.09 -0.8421
C 0.47 0.82 -0.05 0.0797
O 1.69 1.17 0.54 -0.5604
H 1.84 -0.79 -1.98 0.3661
H 0.59 -2.04 -2.06 0.3470
H 0.21 -0.38 -2.56 0.3481
H 0.94 -1.24 0.29 0.2029
H -0.98 -1.05 1.80 0.2781
H -2.45 -0.33 1.09 0.3039
H -0.40 1.18 2.16 0.4569
H -1.31 1.83 0.82 0.2616
H 0.23 1.49 -0.89 0.3773
H 1.12 1.28 1.31 0.3412
```



This record from the Open Molecules 2025 dataset describes the molecule C5H10O2. The level of theory is the ωB97M-V functional and the def2-TZVPD basis.

Output
**Molecular weight**: 102.13 g/mol
**LUMO level**: 0.8711 eV
**Energy relative to the best compared isomer or geometry (same formula, charge and spin)**: 173.2 kJ/mol
**HOMO energy**: -9.52 eV
**Multiplicity**: 1
**Orbital gap**: 0.382 hartree

Geometry as XYZ:
```
17
Properties=species:S:1:pos:R:3:mulliken_charge:R:1
O -0.82 -0.19 2.29 -0.5194
C -0.91 -0.99 1.11 -0.6390
C -0.38 0.01 0.11 0.3367
C 1.13 0.20 0.11 -0.6685
C 1.26 1.09 -1.11 -0.4571
O 0.33 0.58 -2.06 -0.3919
C -0.72 -0.10 -1.37 -0.5641
H -0.77 -0.67 3.12 0.2912
H -0.31 -1.92 1.13 0.3158
H -1.94 -1.28 0.87 0.2939
H -0.83 0.93 0.49 0.2061
H 1.49 0.66 1.04 0.3197
H 1.67 -0.75 -0.03 0.3275
H 2.26 1.07 -1.56 0.3150
H 1.01 2.12 -0.84 0.2592
H -0.78 -1.14 -1.73 0.2993
H -1.69 0.38 -1.56 0.2756
```



This record from the Open Molecules 2025 dataset describes the molecule C5H10O2. The level of theory is the ωB97M-V functional and the def2-TZVPD basis.

Output
**Molecular weight**: 102.13 g/mol
**LUMO level**: 1.0370 eV
**Energy relative to the best compared isomer or geometry (same formula, charge and spin)**: 259.5 kJ/mol
**HOMO energy**: -8.83 eV
**Multiplicity**: 1
**Orbital gap**: 0.362 hartree

Geometry as XYZ:
```
17
Properties=species:S:1:pos:R:3:mulliken_charge:R:1
C -3.17 0.20 -0.80 -0.6727
O -2.54 1.12 0.08 -0.3699
C -1.24 0.90 0.40 0.0829
C -0.38 0.03 -0.13 -0.3537
C 0.95 -0.22 0.52 -0.4854
O 2.00 0.00 -0.40 -0.3081
C 3.23 -0.43 0.12 -0.6814
H -3.18 0.60 -1.82 0.2704
H -2.67 -0.77 -0.79 0.2964
H -4.19 0.07 -0.44 0.2441
H -0.96 1.54 1.23 0.3151
H -0.61 -0.57 -1.00 0.2620
H 1.07 0.42 1.41 0.3092
H 1.00 -1.27 0.87 0.2782
H 3.46 0.07 1.07 0.2731
H 4.00 -0.18 -0.62 0.2466
H 3.23 -1.52 0.29 0.2932
```